Record 1
C15H18O | the ωB97M-V functional and the def2-TZVPD basis

Geometry as XYZ:
```
34
Properties=species:S:1:pos:R:3:forces:R:3
C -0.6596 3.4484 -1.6904 0.822 -0.705 0.098
C -1.2652 1.6434 2.1665 0.190 1.384 0.190
C -2.0869 1.2948 1.1060 0.662 -0.342 -0.512
C -0.2108 2.5380 1.9496 -0.172 -0.542 0.693
C -1.9448 1.9757 -0.1011 -0.198 0.355 0.422
C 0.0310 3.0683 0.7067 -0.227 -0.195 -1.140
C -0.9056 2.8724 -0.3163 0.295 -0.337 -0.061
H -1.4782 1.4855 3.2176 -0.020 -1.053 -0.162
H -2.6046 0.3438 1.0720 -0.942 0.417 0.548
H 0.4280 2.7086 2.8084 0.168 0.294 -0.204
H -2.7200 1.8786 -0.8441 0.118 -0.462 -0.438
H 0.9499 3.5504 0.4014 0.060 0.383 0.535
H 0.2344 4.0780 -1.6466 -0.457 0.387 -0.138
H -1.5298 3.9311 -2.1100 -0.110 0.438 -0.026
H -0.3716 2.6533 -2.3968 -0.255 0.031 0.234
C -0.3786 -2.8491 -2.2756 -0.148 -0.507 -0.137
C -0.2990 -1.9488 -3.5084 0.203 0.432 0.395
C 0.2889 -2.2801 -1.0491 -0.241 1.178 -0.636
C -0.4662 -1.6071 -0.0811 0.815 -1.281 0.211
C 1.6766 -2.2753 -0.9353 -0.527 -0.324 0.038
C 0.1377 -1.3492 1.1432 0.108 1.041 0.038
C 2.2907 -1.9134 0.2535 0.357 -0.093 -0.229
C 1.5177 -1.4386 1.3015 -0.414 -0.818 -0.075
O 2.1160 -1.1396 2.4959 0.034 -0.138 0.204
H -1.4101 -3.1006 -2.0227 -0.177 0.289 -0.056
H 0.0444 -3.8412 -2.4834 0.249 0.252 -0.087
H -0.8298 -1.0106 -3.3078 -0.230 -0.223 -0.209
H -1.4989 -1.3883 -0.3043 -0.266 -0.189 0.366
H 2.2357 -2.5624 -1.8233 0.216 -0.339 0.394
H -0.4080 -0.9594 1.9920 -0.275 0.141 -0.110
H 3.3453 -2.1242 0.3768 0.083 0.463 0.096
H 1.4655 -1.2187 3.2081 0.152 0.150 -0.252
H -0.6450 -2.4139 -4.4362 -0.073 0.079 0.235
H 0.7321 -1.6243 -3.6366 0.197 -0.167 -0.225
```
Positions in Å, forces in eV/Å.

Computed properties:
E_tot	-657.58049	Eh
energy relative to the best compared isomer or geometry (same formula, charge and spin)	23.0	kcal/mol
SMILES string	CCc1ccc(O)cc1.Cc1ccccc1
HOMO	-8.3	eV

***

Record 2
C15H18O | the ωB97M-V functional and the def2-TZVPD basis

Geometry as XYZ:
```
34
Properties=species:S:1:pos:R:3:forces:R:3
C 0.1484 -0.4157 -2.9059 0.651 -0.392 -0.046
C -0.0110 -2.6680 -1.7902 -0.844 -0.210 -0.269
C -0.5965 -1.4502 -2.0866 0.332 1.252 -0.568
C -0.8181 -3.6543 -1.2382 0.928 -0.613 0.261
C -2.1462 -3.4360 -0.9844 -1.157 0.005 0.324
C -1.9137 -1.1862 -1.7359 -0.550 -0.667 -0.417
C -2.7130 -2.1996 -1.2267 0.524 0.632 0.156
H 0.9700 -2.9133 -2.1626 0.325 0.088 0.230
H -0.3818 -4.6166 -0.9924 -0.071 -0.030 -0.177
H 1.2200 -0.4038 -2.6820 -0.015 -0.108 0.061
H -0.2010 0.6012 -2.7888 -0.373 0.179 0.131
H -2.8123 -4.2097 -0.6330 0.258 -0.290 0.179
H -2.4275 -0.2924 -2.0559 0.318 0.435 0.109
H -3.7431 -1.9648 -1.0113 -0.209 -0.298 -0.010
H 0.0851 -0.6642 -3.9671 -0.104 0.032 -0.014
C 0.7328 -0.2622 0.7580 0.197 0.412 -0.748
C 2.0716 -0.8311 1.2889 -0.807 -0.935 -0.330
C 0.5499 1.1209 1.2559 0.040 -0.171 -0.101
C 1.1602 2.1883 0.5198 -0.084 -0.276 -0.046
C -0.0947 1.4051 2.4846 -0.227 -0.399 -0.079
C 1.0476 3.4708 0.9351 -0.385 -0.402 0.228
C -0.2460 2.6748 2.9252 0.145 -0.422 -0.619
C 0.2218 3.7064 2.0612 -0.066 0.767 0.946
O -0.1580 4.9179 2.3967 0.770 0.524 -0.077
H 0.7573 -0.2089 -0.3258 0.455 0.111 -0.261
H -0.0984 -0.9511 0.8741 -0.177 0.064 0.901
H 2.9446 -0.2792 0.9631 0.048 0.200 0.050
H 1.6627 1.9480 -0.4060 0.186 -0.035 0.016
H -0.5250 0.5899 3.0452 0.138 -0.168 0.125
H 1.4950 4.3020 0.4260 0.062 0.242 -0.320
H -0.6967 2.8627 3.8835 -0.239 0.464 -0.014
H 0.3690 5.6073 1.9359 -0.548 -0.313 0.112
H 2.1126 -1.8438 0.8732 0.292 0.141 0.068
H 2.0344 -0.9441 2.3664 0.186 0.179 0.199
```
Positions in Å, forces in eV/Å.

Computed properties:
E_tot	-657.31646	Eh
total charge	+1
multiplicity	2
energy relative to the best compared isomer or geometry (same formula, charge and spin)	7.3	kcal/mol
HOMO (alpha / beta)	-11.6 / -11.6	eV

***

Record 3
C15H18O2 | the ωB97M-V functional and the def2-TZVPD basis

Geometry as XYZ:
```
35
Properties=species:S:1:pos:R:3:forces:R:3
C 1.2697 1.8308 -3.8228 0.826 0.734 0.431
C 2.4246 2.0245 -1.5316 -0.648 0.617 -2.269
C 1.2584 1.9967 -2.3254 -1.294 -0.346 1.509
C 2.3801 1.9322 -0.1636 0.481 -0.695 -0.216
C 0.0416 1.9678 -1.6264 0.059 -0.503 0.193
C 1.1781 1.5692 0.4157 -0.490 0.122 1.514
C -0.0194 1.6209 -0.2622 0.457 0.852 -1.532
O 1.2024 1.1959 1.7482 1.579 -0.339 -0.611
H 3.2834 2.2383 -2.1706 0.514 -0.279 0.865
H 3.2868 1.9779 0.4244 -0.109 0.004 0.120
H 1.3936 2.7914 -4.3164 0.203 0.121 -0.231
H 0.3792 1.3819 -4.2482 -0.085 -0.251 0.270
H -0.8791 2.1714 -2.1649 -0.039 -0.416 -0.049
H -0.9691 1.4313 0.2077 -0.064 -0.028 0.207
H 0.4935 1.5632 2.2393 -1.189 0.493 0.430
H 2.1506 1.2149 -4.0005 -0.120 -0.052 -0.623
C -2.8022 -0.9376 2.3808 -0.625 0.742 0.519
C -3.3290 0.5130 2.2309 0.108 -0.056 0.026
C -1.7515 -1.3055 1.3938 1.344 -0.284 0.165
C -1.9467 -1.5583 0.0576 0.435 0.134 -1.268
C -0.4119 -1.4072 1.8496 -1.144 -0.540 1.260
C -0.9161 -2.0936 -0.7321 -0.304 0.142 0.379
C 0.6184 -1.9981 1.1656 -0.893 0.377 -2.160
C 0.3041 -2.4045 -0.1627 0.407 0.063 1.028
O 1.2796 -3.1306 -0.7760 0.377 0.131 0.332
H -2.4447 -0.9860 3.4196 0.555 -0.093 -0.417
H -3.5826 -1.6993 2.4193 -0.335 0.207 -0.468
H -4.1883 0.6833 1.5784 -0.104 -0.401 0.158
H -2.8027 -1.2783 -0.5523 -0.483 -0.180 0.729
H -0.3365 -1.1229 2.8940 0.635 0.080 -0.018
H -1.1579 -2.2427 -1.7787 0.375 -0.264 -0.017
H 1.6665 -2.0012 1.4189 -0.074 -0.224 0.563
H 1.1973 -3.0747 -1.7179 -0.184 -0.038 -0.843
H -2.5538 1.1577 1.8100 0.170 -0.096 0.174
H -3.5371 0.8776 3.2361 -0.341 0.264 -0.151
```
Positions in Å, forces in eV/Å.

Computed properties:
E_tot	-732.81592	Eh
energy relative to the best compared isomer or geometry (same formula, charge and spin)	31.6	kcal/mol
SMILES string	CCc1ccc(O)cc1.Cc1ccc(O)cc1
HOMO	-8.2	eV

***

Record 4
C15H18O2 | the ωB97M-V functional and the def2-TZVPD basis

Geometry as XYZ:
```
35
Properties=species:S:1:pos:R:3:forces:R:3
C 0.7632 -0.4207 -3.1106 -1.915 -0.219 1.337
C 0.9411 0.2860 -4.3863 -0.871 2.081 -1.140
C -0.3417 0.2146 -2.2456 2.199 -0.310 -1.117
C -1.4603 -0.5758 -1.9162 0.363 1.550 -0.637
C -0.0252 1.4870 -1.6961 -1.200 -0.703 1.873
C -2.1626 0.0301 -0.8881 -1.195 -3.530 -0.905
C -0.8086 1.9720 -0.6318 2.570 3.487 -1.533
C -1.8294 1.1996 -0.2880 -1.638 -0.499 0.282
O -2.6219 1.5604 0.7072 -0.288 0.489 3.485
H 0.3724 -1.4784 -3.2872 1.499 0.992 0.399
H 1.6816 -0.2368 -2.5308 -0.138 -1.148 -0.095
H 0.1283 0.0635 -5.0725 -0.125 -0.202 -0.207
H -1.7989 -1.5073 -2.5240 0.895 1.689 1.513
H 0.8661 2.0976 -1.7494 0.433 -0.620 -1.290
H -2.9693 -0.5880 -0.4839 -0.177 0.734 0.156
H -0.6145 3.0831 -0.2031 -0.551 -3.057 -0.738
H -3.4310 1.9451 0.4524 -1.356 0.583 -0.675
H 1.8556 -0.0784 -4.8247 0.480 0.596 -0.537
H 0.8232 1.4367 -4.2472 0.957 -1.898 -0.274
C 2.6353 1.4337 1.0087 -1.681 0.573 1.226
C 1.3432 -0.7777 0.5651 1.600 2.313 1.379
C 1.8680 0.1710 1.5134 0.426 0.414 -0.445
C 0.2810 -1.5133 0.9919 -0.358 -2.299 -2.134
C 1.5018 0.0877 2.8741 -0.396 0.319 0.737
C 0.0329 -1.7156 2.3249 -1.236 0.428 2.046
C 0.5401 -0.8122 3.3266 -0.058 -3.375 -2.053
O -0.7819 -2.8351 2.6899 -0.191 1.831 -1.274
H 1.8794 -0.9287 -0.3918 -1.040 0.526 0.357
H -0.2513 -2.1110 0.1909 0.639 0.274 1.252
H 3.7130 1.3404 0.8358 -0.406 -0.039 -0.444
H 2.4774 2.2277 1.7895 0.568 -0.834 -0.288
H 1.9153 0.6904 3.7177 0.011 0.047 -1.351
H 0.3510 -1.1754 4.3403 0.128 0.893 -0.072
H -1.4348 -2.8917 1.9429 0.812 -0.255 1.114
H 1.9933 1.9098 0.2160 1.240 -0.833 0.050
```
Positions in Å, forces in eV/Å.

Computed properties:
E_tot	-732.73631	Eh
energy relative to the best compared isomer or geometry (same formula, charge and spin)	81.6	kcal/mol
SMILES string	CCc1ccc(O)cc1.Cc1ccc(O)cc1
HOMO	-8.1	eV

***

no.,F_max (eV/A)
1,1.5
2,1.4
3,2.4
4,4.6